1.
The following is a DFT calculation (wB97M-V/def2-TZVPD) of a structure of composition C39H35As2N2OPt.

Output
LUMO energy (spin up / spin down) ... 0.09418 / 0.07890 Ha
Expectation value of S² ... 2.02
E_HOMO (spin up / spin down) ... -0.0821 / -0.1790 hartree
Strongest force on any atom ... 0.45 eV/Å
Kohn-Sham gap (spin up / spin down) ... 0.1763 / 0.2579 Eh

The geometry in ORCA input format:
```
! RIJCOSX wB97M-V def2-TZVPD def2/J DEFGRID3
* xyz -1 3
H -6.57889 -0.97404 -4.31513
H 3.66505 -2.84333 0.06988
H 7.67704 2.78138 -2.04096
C -3.23478 -3.66049 -0.30510
C 2.60923 0.28631 -1.78007
H -4.98598 -0.17739 -0.43053
C -1.24207 2.06096 -2.06106
H -1.92117 1.99523 1.80241
C -2.19158 0.93522 1.78799
H 0.65110 0.66943 -4.52252
C -0.58752 3.29853 -1.98859
C -3.69766 -2.95327 0.79305
C 1.87468 -3.88778 0.64644
H 6.51082 3.12843 -0.88055
C 2.70683 2.21718 -0.50465
H 1.02464 4.51902 -2.69440
H -1.22500 -1.27246 -1.61659
C -1.95710 0.42445 0.35846
C -3.29571 -1.64021 1.00788
C -5.85884 -0.46988 -3.68242
C 4.63364 1.61379 -1.85034
C 0.63136 -3.77366 1.25198
H 2.91084 -0.68263 0.95135
H 0.65575 2.06731 4.75479
C 3.97482 2.48612 -0.92827
H -4.88482 0.53444 -5.30967
H -1.60507 -0.82393 2.96524
H 1.83657 2.82513 -4.30302
C -4.90744 0.37247 -4.23858
H -3.54561 -4.68409 -0.47386
C -0.79128 1.12812 -3.00503
C 0.29981 1.41137 -3.81617
H 2.20200 2.88027 0.18783
H -0.02711 -4.63173 1.31320
C -4.95395 -0.01672 -1.50067
C 1.27288 0.08821 4.18938
H -1.96685 -3.57016 -2.03707
H 2.89643 -2.06762 6.24355
H 2.19627 -4.83807 0.23789
H 4.30406 -0.22758 -2.94856
C 0.96074 2.62455 -3.69939
N 6.69399 2.89319 -1.84384
C 2.69949 -2.77389 0.55545
H -6.61950 -1.31289 -1.85918
H -4.37989 -3.42275 1.49284
H -3.68576 -1.11837 1.87252
H -0.76763 -2.49033 2.22108
As -2.77521 1.78891 -0.84709
H -1.31244 0.18532 -3.11789
C -2.41215 -0.98737 0.14048
H 2.61892 -0.18063 7.81994
H -3.24751 0.90211 2.09594
C 3.86840 0.47941 -2.25578
C 5.96391 1.79846 -2.35136
C 1.02797 -1.43013 1.67267
Pt 0.02301 0.78271 -0.23183
H -0.93682 4.03747 -1.27625
N 1.98351 1.13516 -0.90587
H 2.04348 -1.90071 3.94317
C -5.88120 -0.65884 -2.30721
C 2.24302 -0.10419 6.80714
C -3.97531 0.81162 -2.04913
O 6.49874 1.07421 -3.20179
H -1.44034 0.70564 3.80597
H 1.48764 1.89031 7.06370
C 1.13593 1.14992 5.08234
H 2.02755 -0.57696 -2.08129
C 0.50779 3.57241 -2.79069
C 1.60776 1.05602 6.38289
C 2.27577 -1.55440 1.06168
C 2.39837 -1.16053 5.92242
C -3.97511 1.00808 -3.42832
C 1.91704 -1.06565 4.62124
As 0.56966 0.35448 2.34252
H 4.44411 3.39382 -0.57009
C -1.94978 -1.73009 -0.95340
C -1.33469 0.22378 2.83110
H -3.23743 1.65901 -3.88141
C -2.35507 -3.03310 -1.17971
C 0.21365 -2.55407 1.76890
*
```



2.
The following is a DFT calculation (wB97M-V/def2-TZVPD) of a cluster of 2 separate species, C28H32BrCl4F4I2N3OS in total in a non-equilibrium geometry.

Output
LUMO energy ... -0.04663 Ha
Structure (SMILES) ... CCNc1cc(Br)c2c(c1Cl)Sc1c(F)c([C@@H](Cl)[C@@H](C)Cl)c(C(F)(F)F)c(CCCCl)c1N2/C(I)=C(/C)I.COC[C@@H](C)N
E_HOMO ... -0.3039 hartree
Strongest force on any atom ... 5.49 eV/Å
Kohn-Sham gap ... 0.2573 Eh

The geometry in ORCA input format:
```
! RIJCOSX wB97M-V def2-TZVPD def2/J DEFGRID3
* xyz 0 1
O 3.36830 -3.89738 -4.52200
Cl -4.15592 -4.24923 2.64597
Cl -4.21645 2.90356 -4.24274
C -3.80163 1.94429 -0.76364
H -2.76802 2.23089 -1.29076
H 4.83464 -3.12423 -5.75232
H 2.89478 -4.07565 -2.56486
C 5.78524 -2.24405 -3.19522
I -1.74903 4.99027 -0.68487
C -5.04765 -2.35850 4.55063
H 5.61175 0.64323 -1.09131
C -4.90552 -2.52408 2.89212
H 6.59387 2.12991 2.54098
C -6.13344 -0.21218 0.61732
H 7.29259 0.65142 0.54025
C -5.67993 -0.90879 4.99184
C 2.90037 -0.02050 1.20338
H -5.90734 -0.21480 4.05890
H 4.78442 1.60371 2.48418
C -4.56198 1.16722 -2.04500
H -4.40092 2.87295 -0.38264
S 0.39005 -0.36388 2.76268
C 1.55910 2.03979 -0.93683
H -5.99420 -2.67330 2.50323
H 6.41843 -3.12852 -3.07437
C -4.52726 -0.21487 1.09031
H 3.85005 1.92314 -1.96818
C -1.12499 3.40192 0.77714
F -6.62495 1.18350 0.29163
C 3.86723 0.53326 0.00312
I -0.65479 2.88894 3.95799
C -1.39908 -0.19090 2.09871
H 3.99011 -4.54621 -6.35776
H 4.41426 -2.53459 -1.59690
Cl 3.62317 -1.24697 2.44733
H -5.67517 1.50553 -2.17480
C -3.67058 1.31175 -3.45304
H 5.20085 -4.74734 -5.07563
C -3.41640 0.86716 0.45853
C -1.41830 5.63501 2.45589
H 5.48219 2.71220 1.01530
H -1.32237 5.91642 3.59215
H -4.48637 0.01119 -1.76816
C -4.03101 -1.33216 2.21193
N -0.84200 1.98229 0.44956
H 4.49087 -4.69398 -2.95258
C 3.79452 -3.87198 -3.15673
N 5.31628 0.15108 -0.20433
H -4.91647 -0.34704 5.68523
C 4.41601 -4.08916 -5.46030
C 1.34849 0.46323 1.33120
H 5.81057 -1.94642 -4.24596
C 3.15451 1.55042 -1.07173
Cl -6.34586 -3.64450 5.03640
H 6.24227 -1.42770 -2.62392
C 6.19613 0.52240 0.97375
H -0.68014 6.34458 1.87151
F -6.37540 -1.16635 -0.49142
H -2.50040 1.29783 -3.24109
C -2.43868 -1.29099 2.72722
H 3.32557 -1.49262 -4.09886
C 5.71164 1.86241 1.78640
C 4.36798 -2.51305 -2.69267
C -1.09168 4.01925 2.16623
C 0.56570 1.54192 0.31786
F -7.06282 -0.53075 1.76982
H -2.54380 5.88757 2.15475
H -3.86185 0.35016 -4.13448
H -6.72480 -1.09259 5.53437
Br 0.98063 3.21978 -2.44472
F -1.94457 -2.26147 3.77598
H 2.57799 -1.53346 -2.67580
H 6.24318 -0.44549 1.66895
C -1.82247 0.96482 0.96272
N 3.49960 -1.39643 -3.09451
H -4.07906 -2.67290 5.12671
*
```



3.
The following is a DFT calculation (wB97M-V/def2-TZVPD) of a structure of composition C27H33BrINOSW.

Output
LUMO energy (spin up / spin down) ... -0.02059 / -0.01690 Ha
Expectation value of S² ... 2.02
E_HOMO (spin up / spin down) ... -0.2791 / -0.3077 hartree
Strongest force on any atom ... 0.38 eV/Å
Kohn-Sham gap (spin up / spin down) ... 0.2585 / 0.2908 Eh

The geometry in ORCA input format:
```
! RIJCOSX wB97M-V def2-TZVPD def2/J DEFGRID3
* xyz 0 3
H -1.64736 4.22494 0.71765
S -2.17717 0.95159 -3.17629
C 1.49771 -5.87114 0.23101
C 1.40833 -0.96420 -3.11879
C 2.08162 0.20478 1.08528
H 3.76157 0.42804 2.37633
I -1.93638 -2.05550 -1.01113
H -3.73410 3.90478 2.01028
C -5.21865 1.02963 1.01727
W -1.41732 0.59598 -1.22079
H -0.75158 0.64245 1.81696
H 3.21924 0.09294 -3.23089
H 0.60049 4.27929 -0.42836
C -5.05348 2.24844 1.66204
H -0.06447 -6.37895 3.21136
C 1.66664 1.52480 -3.46128
C 3.87524 0.73583 -0.97440
H -1.37985 4.79852 -1.44286
H 0.01910 -1.74191 1.14001
O 0.30022 0.24161 -0.46860
H 1.73089 -1.82881 -2.53649
H -0.43725 0.31786 3.51054
H 0.63116 1.69540 -3.15840
C 0.70948 -1.69908 1.98210
C -1.54242 3.14229 0.58740
H 0.99296 2.63214 0.10711
H 2.25813 2.41088 -3.22151
C -2.99523 1.20572 0.05733
C 0.13738 -5.97222 2.22907
H 4.58226 0.89478 -1.78120
H -0.84876 2.78712 1.35000
C 0.49952 3.21503 -0.66540
C 2.55106 0.45330 -1.30570
H 0.98118 3.01819 -1.61937
N -0.93243 2.85984 -0.73845
C 2.23714 0.27617 -2.78577
H 0.18658 -2.08051 2.86110
C -2.85354 2.43151 0.72035
C -4.20175 0.51477 0.22858
H -5.84863 2.65269 2.27534
H 2.36057 -6.20928 -0.32869
C -3.86843 2.95048 1.51329
H 1.54871 -2.36315 1.76743
H 0.83326 -4.47893 -1.29236
C -1.57151 3.75897 -1.72799
C 4.30934 0.78714 0.33665
C 1.64200 0.28858 -0.24896
Br -2.22129 -4.39828 2.65294
C 0.65032 -4.90796 -0.31501
H 1.84617 -0.28575 3.10199
C -0.70994 -5.01137 1.68632
H 5.34176 1.01602 0.56499
H -1.16293 3.56935 -2.71672
H 1.53241 -1.19693 -4.17902
C 1.23663 -6.39367 1.49209
H 1.89769 -7.14054 1.91162
C 1.19263 -0.26577 2.22444
C -0.42196 -4.52789 0.44586
H -6.14363 0.47873 1.12943
H -2.64321 3.57623 -1.74807
H 1.66097 1.40019 -4.54562
H -4.34719 -0.43741 -0.26322
C 3.41678 0.47658 1.34979
H 0.36755 1.68177 2.73495
C 0.02530 0.65514 2.58100
H 0.34043 -0.84123 -2.95863
*
```



4.
The following is a DFT calculation (wB97M-V/def2-TZVPD) of a structure of composition C22H42N2O8 in a non-equilibrium geometry.

Output
LUMO energy ... 0.02103 Ha
E_HOMO ... -0.3027 hartree
Strongest force on any atom ... 16.67 eV/Å
Kohn-Sham gap ... 0.3238 Eh

The geometry in ORCA input format:
```
! RIJCOSX wB97M-V def2-TZVPD def2/J DEFGRID3
* xyz 0 1
H -1.38630 -2.86836 0.09520
H 0.60280 1.07332 2.38115
H -5.00969 1.53122 1.85458
C -4.72615 -0.20969 2.13960
H -0.03561 2.35377 0.33285
O 0.47634 -0.22468 0.80763
H 2.93734 -0.07137 -3.01052
C -2.93539 -1.37423 0.85593
H 5.93673 2.85780 0.46143
H 1.92167 0.48473 -1.44213
H -1.31358 -4.14856 -2.05418
H -6.20420 1.01057 2.86606
C 5.15976 3.45184 0.72812
O 1.82012 -1.61499 -2.14484
H 2.45727 3.77044 0.73407
H -1.86259 1.83314 -1.87513
H -0.49405 0.61800 -1.01733
C 4.64110 3.43715 -1.75649
C -0.27326 0.59200 1.59656
H 2.22732 3.60161 -0.72826
H -4.23330 0.26586 4.28879
H 4.40259 -0.56446 -1.20985
H 0.61770 -2.03616 2.18596
C 0.11650 -2.57538 -3.58737
H -6.01187 -1.39195 3.54580
C 3.37473 1.23027 0.66131
H -6.21246 0.50058 1.12333
H 4.64365 3.28732 1.69194
H -2.85519 -3.06899 -2.08640
C -1.85579 -3.00432 -2.11776
C -5.75554 0.95240 1.87719
H -6.06296 -1.80391 1.73474
C 0.87368 -1.32241 -3.32828
H 0.15554 -2.51596 -4.65012
H -1.12208 2.54535 1.78052
O -1.43869 -2.27451 -3.58690
C -5.50557 -1.69809 2.68590
H -2.73615 -0.40962 -2.28467
H 3.28184 -1.93183 1.76542
H -0.51940 -1.62730 -0.85636
N -2.52323 -1.34231 -0.60483
C -3.73801 -0.04114 3.30693
C -0.77334 1.83303 0.96128
O -1.75440 1.50902 0.25175
C 1.12284 -1.39796 1.28735
C -2.61579 -0.04906 -1.41919
H 0.14099 -0.43896 -2.99568
C 2.48558 -0.30625 -1.87252
H 0.54666 -3.67036 -2.97785
C 3.57730 -0.81424 -0.67376
C 4.04609 3.35952 -0.34143
H 1.27304 -2.23535 0.36203
H 3.56240 -1.99118 -0.62375
O 3.24281 1.63784 1.86064
H -3.13693 0.98771 3.12204
N 3.27734 -0.16324 0.70847
C -1.47614 -2.07087 -0.68648
C 2.89321 3.94734 -0.08052
H 4.03512 2.99056 -2.69029
C 2.62819 -0.89412 1.57019
H 5.52114 3.03401 -1.87687
O -4.03825 -0.47982 0.82635
H -3.77344 0.29733 -1.02386
H 1.48533 -1.12433 -4.13943
H 4.96828 4.51721 -2.06792
H -4.56826 -2.60402 2.71279
H 2.63586 -0.46735 2.41932
O -2.72206 -2.22131 1.66261
C -1.80607 1.04195 -0.84826
O 3.89952 1.63388 -0.41509
H -0.82989 -0.03679 2.30136
H -3.05523 -0.99674 3.35937
H 5.35124 4.60589 0.60169
H 2.98775 5.05818 -0.35911
*
```



5.
The following is a DFT calculation (wB97M-V/def2-TZVPD) of a cluster of 2 separate species, C4H12O2 in total in a non-equilibrium geometry.

Output
LUMO energy ... 0.03156 Ha
Structure (SMILES) ... CCO.CCO
E_HOMO ... -0.3730 hartree
Strongest force on any atom ... 5.96 eV/Å
Kohn-Sham gap ... 0.4045 Eh

The geometry in ORCA input format:
```
! RIJCOSX wB97M-V def2-TZVPD def2/J DEFGRID3
* xyz 0 1
H 1.24196 1.91086 -0.41221
H -3.96939 -1.54890 -0.41816
H 1.88925 -0.77369 0.18437
H 3.22463 0.21403 1.22975
C 2.62466 0.17806 0.16409
H -2.65247 -2.42077 0.45896
H -1.03846 -0.79367 0.47829
O 2.21432 2.25774 1.37800
H 3.05910 2.59922 0.98760
O -1.47935 -0.34427 -0.24162
C -3.04769 -2.10747 -0.46932
H 3.19515 0.24689 -0.70330
H -2.50181 -0.77659 -2.09068
C 1.64431 1.45487 0.37551
H 0.74252 1.04659 0.80390
H -1.10680 -1.72664 -1.69308
C -2.02739 -1.23554 -1.22149
H -3.12672 -3.02461 -1.00935
*
```



Relative energy (zero: lowest compared OMol25 entry of this formula, charge and spin), respectively: 0.061 24.445 0.073 22.957 2.198 eV.